Entry 1:
Entry from the OMol25 dataset: 5 unconnected molecules or ions with the total composition C22H42FN3O15 (ωB97M-V/def2-TZVPD).

Computed properties:
HOMO-LUMO gap: 10.51 eV
SMILES string: CC[C@H](F)N(OC#N)C(=O)OCN.CCOC(=O)OC.CCOC(=O)OC.CCOC(=O)OC.CCOC(=O)OC
LUMO energy: 0.2643 eV

Last columns: bonded neighbours and bond lengths (Å).
Cartesian coordinates (Å):
1 C 1.9741 -5.0338 -2.1741  H10 1.091, H27 1.090, C77 1.515, H83 1.092
2 H -6.9861 -8.2641 -6.7167  C39 1.090
3 H -2.9971 4.8233 5.8347  C58 1.091
4 N -3.1823 1.6594 -2.1449  C81 1.125
5 H 4.7163 1.8419 3.1679  C28 1.091
6 O -2.6179 2.4038 1.1785  C46 1.356, C68 1.456
7 C 6.5127 3.2721 1.8106  O8 1.337, O56 1.335, O80 1.204
8 O 5.2872 3.5988 2.2338  C7 1.337, C28 1.427
9 O 2.1879 4.4345 6.2715  C15 1.428, C52 1.338
10 H 3.0180 -5.3060 -2.3342  C1 1.091
11 H 0.7351 1.2504 -0.5338  C69 1.111
12 H 0.8992 1.3133 2.0158  C19 1.103
13 H 2.8940 3.6039 8.0503  C15 1.089
14 H 8.1555 4.4452 -0.6932  C73 1.090
15 C 2.9668 4.5203 7.4658  O9 1.428, H13 1.089, H31 1.090, H35 1.088
16 N -1.1351 0.7068 0.1563  O20 1.410, C46 1.456, C69 1.449
17 H -1.3167 2.9456 5.9024  C23 1.091
18 C 8.0274 2.3090 -0.6342  H26 1.092, H71 1.090, C73 1.515, H76 1.091
19 C 0.4496 2.1472 1.4506  H12 1.103, H55 1.112, C69 1.561, C74 1.582
20 O -1.5241 0.2076 -1.1039  N16 1.410, C81 1.348
21 O -4.5530 -5.0789 -5.5156  C38 1.335, C70 1.431
22 H -2.5477 -4.7338 -5.9853  C70 1.090
23 C -1.1312 3.8627 5.3406  H17 1.091, O53 1.435, C58 1.515, H78 1.091
24 O 0.2045 -2.6557 -3.0699  C62 1.204
25 H 8.8161 3.7539 0.7800  C73 1.091
26 H 7.1986 2.2275 -1.3401  C18 1.092
27 H 1.9433 -4.0252 -1.7614  C1 1.090
28 C 4.8694 2.8957 3.4037  H5 1.091, O8 1.427, H33 1.090, H64 1.088
29 H -2.0594 -1.5207 -3.3049  C67 1.091
30 H -3.3769 -3.4656 -5.0727  C70 1.088
31 H 2.6457 5.3772 8.0584  C15 1.090
32 H -1.7079 5.9394 5.3342  C58 1.092
33 H 5.5934 3.0035 4.2107  C28 1.090
34 O -0.2023 -4.8760 -3.2634  C62 1.334, C77 1.434
35 H 4.0039 4.6660 7.1712  C15 1.088
36 O -2.8610 0.2529 1.5344  C46 1.181
37 H 2.0397 3.4724 2.0822  C74 1.104
38 C -4.5365 -6.3763 -5.8302  O21 1.335, O54 1.204, O61 1.337
39 C -5.9708 -8.1610 -6.3337  H2 1.090, H48 1.091, C60 1.516, O61 1.433
40 H -4.4504 4.6303 0.4554  N49 1.014
41 H -4.4380 1.7873 0.3511  C68 1.106
42 H -4.7877 -8.9780 -4.7157  C60 1.090
43 H -1.9948 -1.9474 -1.5676  C67 1.086
44 O 0.4117 3.8420 7.5428  C52 1.203
45 H 1.5932 -4.4435 -4.2276  C77 1.091
46 C -2.2640 1.1095 0.9829  O6 1.356, N16 1.456, O36 1.181
47 H -6.0201 -10.0772 -5.3457  C60 1.091
48 H -5.2910 -8.4565 -7.1349  C39 1.091
49 N -4.0409 3.8325 -0.0181  H40 1.014, H63 1.017, C68 1.457
50 O -1.8637 -3.5523 -2.8645  C62 1.338, C67 1.429
51 H 0.9582 4.2289 0.8529  C74 1.105
52 C 0.9063 4.1095 6.4789  O9 1.338, O44 1.203, O53 1.335
53 O 0.2734 4.1550 5.3040  C23 1.435, C52 1.335
54 O -3.5552 -7.0699 -5.9104  C38 1.204
55 H -0.3464 2.6395 2.0504  C19 1.112
56 O 6.7430 3.9228 0.6676  C7 1.335, C73 1.434
57 H 2.1219 2.9601 0.3047  C74 1.106
58 C -1.9273 5.0276 5.8930  H3 1.091, C23 1.515, H32 1.092, H59 1.090
59 H -1.6728 5.2225 6.9350  C58 1.090
60 C -5.8036 -9.0351 -5.1070  C39 1.516, H42 1.090, H47 1.091, H72 1.092
61 O -5.7991 -6.7736 -6.0187  C38 1.337, C39 1.433
62 C -0.5430 -3.5997 -3.0737  O24 1.204, O34 1.334, O50 1.338
63 H -4.5607 3.6156 -0.8644  N49 1.017
64 H 3.9217 3.3216 3.7280  C28 1.088
65 H -4.6120 2.8704 1.7699  C68 1.105
66 H -2.9192 -4.9618 -4.2512  C70 1.085
67 C -2.3540 -2.2484 -2.5477  H29 1.091, H43 1.086, O50 1.429, H79 1.089
68 C -4.0141 2.6719 0.8622  O6 1.456, H41 1.106, N49 1.457, H65 1.105
69 C -0.0903 1.7050 0.0543  H11 1.111, N16 1.449, C19 1.561, F75 1.399
70 C -3.2674 -4.5416 -5.1892  O21 1.431, H22 1.090, H30 1.088, H66 1.085
71 H 7.9143 1.4990 0.0867  C18 1.090
72 H -6.4728 -8.7062 -4.3096  C60 1.092
73 C 8.0103 3.6612 0.0498  H14 1.090, C18 1.515, H25 1.091, O56 1.434
74 C 1.4857 3.3026 1.1423  C19 1.582, H37 1.104, H51 1.105, H57 1.106
75 F -0.4687 2.8709 -0.6196  C69 1.399
76 H 8.9661 2.1615 -1.1696  C18 1.091
77 C 1.1954 -5.1222 -3.4711  C1 1.515, O34 1.434, H45 1.091, H82 1.090
78 H -1.4319 3.6757 4.3092  C23 1.091
79 H -3.4414 -2.3018 -2.5208  C67 1.089
80 O 7.2659 2.5084 2.3580  C7 1.204
81 C -2.5833 0.8800 -1.5978  N4 1.125, O20 1.348
82 H 1.2712 -6.1328 -3.8717  C77 1.090
83 H 1.5437 -5.7000 -1.4240  C1 1.092

=====

Entry 2:
Entry from the OMol25 dataset: 2 unconnected molecules or ions with the total composition C4H10NO (ωB97M-V/def2-TZVPD).

Computed properties:
HOMO-LUMO gap: 7.03 eV
energy relative to the best compared isomer or geometry (same formula, charge and spin): 31.4 kcal/mol
net charge: -1
LUMO energy: 4.3568 eV

Last columns: bonded neighbours and bond lengths (Å).
Cartesian coordinates (Å):
1 H -1.1701 -0.0538 0.7780  C3 1.123
2 H 2.3034 -0.6626 1.3035  C6 1.084
3 C -1.0145 -0.9613 1.4207  H1 1.123, H4 1.082, N9 1.488, H13 1.131
4 H -1.1849 -1.8466 0.8230  C3 1.082
5 O 1.0241 0.7754 0.6199  C6 1.339
6 C 1.3110 -0.5024 0.8991  H2 1.084, O5 1.339, N9 1.477, H14 1.126
7 H 1.0711 1.0748 -1.2835  C12 1.125
8 H 0.8266 0.9758 -3.2233  C12 1.112
9 N 0.3846 -1.0241 1.9246  C3 1.488, C6 1.477, H15 1.034
10 H -1.5944 1.1826 -2.8725  C11 1.077
11 C -0.9320 1.2026 -2.0235  H10 1.077, C12 1.364, H16 1.076
12 C 0.4184 1.1197 -2.1990  H7 1.125, H8 1.112, C11 1.364
13 H -1.8290 -1.0397 2.2017  C3 1.131
14 H 1.2049 -1.2094 0.0297  C6 1.126
15 H 0.5080 -0.2738 2.6247  N9 1.034
16 H -1.3270 1.2428 -1.0232  C11 1.076

=====

Entry 3:
Entry from the OMol25 dataset: a single C3H7N3O2 molecule (ωB97M-V/def2-TZVPD).

Computed properties:
HOMO-LUMO gap: 10.06 eV
energy relative to the best compared isomer or geometry (same formula, charge and spin): 82.5 kcal/mol
SMILES string: [H]/N=C/N=C(\NO)OC
LUMO energy: 0.8934 eV

Last columns: bonded neighbours and bond lengths (Å).
Cartesian coordinates (Å):
1 H 3.3196 -0.8020 -0.6614  C4 1.088
2 H -2.3830 -0.5098 -0.0613  O13 1.001
3 H -0.8325 2.2850 1.2569  C5 1.105
4 C 2.4959 -0.2344 -0.2346  H1 1.088, O12 1.405, H14 1.099, H15 1.108
5 C -1.0075 1.3619 0.6756  H3 1.105, N7 1.360, N9 1.296
6 H -2.7717 1.9399 0.2366  N9 1.019
7 N 0.1067 0.5873 0.5849  C5 1.360, C8 1.294
8 C 0.1654 -0.5332 -0.0600  N7 1.294, N10 1.346, O12 1.337
9 N -2.1338 1.1641 0.0666  C5 1.296, H6 1.019
10 N -0.8114 -1.3193 -0.5485  C8 1.346, H11 1.030, O13 1.367
11 H -0.5013 -2.1757 -1.0297  N10 1.030
12 O 1.3516 -1.0268 -0.4292  C4 1.405, C8 1.337
13 O -2.0125 -1.4263 0.0955  H2 1.001, N10 1.367
14 H 2.3588 0.7338 -0.7366  C4 1.099
15 H 2.6557 -0.0446 0.8452  C4 1.108

=====

Entry 4:
Entry from the OMol25 dataset: a gas-phase ion, C12H16N3 (charge +1) (ωB97M-V/def2-TZVPD).

Computed properties:
HOMO-LUMO gap (spin up / spin down): 7.27 / 7.27 eV
energy relative to the best compared isomer or geometry (same formula, charge and spin): 186.6 kcal/mol
net charge: +1
LUMO energy (spin up / spin down): -4.4186 / -4.4220 eV

Last columns: bonded neighbours and bond lengths (Å).
Cartesian coordinates (Å):
1 H -3.4489 -0.9148 -1.3912  C28 1.131
2 C -1.7036 -1.5482 1.5686  H11 1.064, N12 1.481, H19 1.071, H29 1.145
3 N 1.2360 -1.8552 0.4725  C24 1.287
4 H -0.8432 -0.0698 -2.6320  C18 1.109
5 H 4.1736 -1.6421 -0.9830  C7 1.116
6 N 2.3373 0.1607 0.1124  C9 1.263, C24 1.359
7 C 3.5983 -1.9924 -0.0930  H5 1.116, H16 1.104, C24 1.547, H25 1.076
8 H -2.0672 1.7854 -0.5993  C21 1.169
9 C 1.4176 1.0133 -0.0348  N6 1.263, C15 1.566, C22 1.420
10 C 0.7872 3.4217 0.3067  C22 1.403, C26 1.395, H31 1.091
11 H -1.8310 -0.7128 2.2156  C2 1.064
12 N -1.7247 -1.2706 0.1141  C2 1.481, H17 1.073, C23 1.476, C28 1.490
13 H -1.2187 3.8045 0.6341  C26 1.023
14 H 2.7925 2.4943 0.3249  C22 1.085
15 C -0.0234 0.7424 -0.5857  C9 1.566, C18 1.484, C21 1.527, C23 1.479
16 H 4.1760 -1.8092 0.8297  C7 1.104
17 H -1.6366 -2.2373 -0.3440  N12 1.073
18 C -0.1127 -0.1078 -1.7987  H4 1.109, C15 1.484, H20 1.166, C23 1.473
19 H -0.7606 -1.9476 1.8808  C2 1.071
20 H 0.9729 -0.2925 -2.1823  C18 1.166
21 C -0.9432 1.9304 -0.3139  H8 1.169, C15 1.527, C26 1.366
22 C 1.7171 2.3728 0.2472  C9 1.420, C10 1.403, H14 1.085
23 C -0.5345 -0.6429 -0.4926  N12 1.476, C15 1.479, C18 1.473
24 C 2.2946 -1.1969 0.1513  N3 1.287, N6 1.359, C7 1.547
25 H 3.2629 -3.0148 -0.1189  C7 1.076
26 C -0.5750 3.1453 0.1897  C10 1.395, H13 1.023, C21 1.366
27 H -3.1487 0.2523 -0.1627  C28 1.069
28 C -3.0654 -0.7995 -0.3330  H1 1.131, N12 1.490, H27 1.069, H30 1.108
29 H -2.4816 -2.2379 2.0486  C2 1.145
30 H -3.7818 -1.2487 0.3835  C28 1.108
31 H 1.1349 4.4178 0.5856  C10 1.091